Entry 1:
The following is a DFT calculation (ωB97M-V with the def2-TZVPD basis set) of C45H41FIN8O5V as an isolated structure.

Output
Molar mass: 970.72 g mol⁻¹
Gap between HOMO and LUMO (spin up / spin down): 0.1179 / 0.2212 Eh
Net charge: +1
Expectation value of S²: 3.79
Spin multiplicity: 4

Each line ends with the Mulliken charge.
Element x y z (Å)
V1 -1.867 1.020 -1.311  -1.03
C1 -3.096 4.476 1.022  -1.12
C2 -3.353 3.904 2.269  -0.62
C3 -3.137 2.555 2.437  -1.12
C4 -2.684 1.790 1.351  0.67
N1 -2.452 2.362 0.145  0.73
C5 -2.644 3.663 0.002  -0.21
C6 -2.420 0.371 1.381  0.29
C7 -2.521 -0.462 2.494  -0.81
C8 -2.173 -1.799 2.374  -1.60
C9 -1.757 -2.293 1.142  -0.43
C10 -1.725 -1.439 0.042  0.00
N2 -2.035 -0.125 0.181  1.84
C11 -1.462 -1.794 -1.334  0.47
C12 -1.111 -3.066 -1.812  -0.90
C13 -1.014 -3.275 -3.168  -0.97
C14 -1.346 -2.234 -4.039  -0.86
C15 -1.665 -1.005 -3.501  -0.43
N3 -1.671 -0.769 -2.197  1.63
H1 -3.240 5.529 0.851  0.50
H2 -3.710 4.509 3.085  0.46
H3 -3.313 2.089 3.392  0.46
H4 -2.417 4.067 -0.973  0.40
H5 -2.872 -0.069 3.434  0.54
H6 -2.253 -2.455 3.227  0.48
H7 -1.496 -3.333 1.036  0.57
H8 -0.901 -3.868 -1.123  0.54
H9 -0.701 -4.231 -3.558  0.45
H10 -1.332 -2.375 -5.106  0.50
H11 -1.928 -0.164 -4.134  0.41
C16 -5.993 -0.234 -1.673  -0.97
C17 -5.650 0.804 -2.696  -0.03
N4 -6.566 1.192 -3.545  -0.69
C18 -6.268 2.127 -4.452  -0.98
C19 -5.034 2.728 -4.577  0.92
C20 -4.806 3.784 -5.636  -1.00
O1 -3.723 3.500 -6.495  -0.51
C21 -4.006 2.325 -3.688  0.75
C22 -2.707 2.905 -3.721  -0.36
N5 -1.677 2.501 -3.036  0.66
C23 -0.554 3.326 -3.055  0.02
C24 -0.704 4.704 -2.838  -0.06
C25 0.383 5.549 -2.780  -1.11
C26 1.658 5.044 -2.956  -0.74
C27 1.831 3.699 -3.226  -0.41
C28 0.740 2.853 -3.271  -0.30
I1 1.099 0.843 -3.796  0.18
C29 -4.329 1.341 -2.699  -0.11
O2 -3.470 0.979 -1.828  0.09
H12 -7.049 -0.476 -1.742  0.41
H13 -5.754 0.131 -0.672  0.23
H14 -5.401 -1.135 -1.840  0.21
H15 -7.089 2.402 -5.099  0.39
H16 -4.563 4.743 -5.165  0.34
H17 -5.730 3.925 -6.213  0.37
H18 -3.919 2.695 -6.987  0.34
H19 -2.587 3.757 -4.394  0.68
H20 -1.701 5.105 -2.708  0.44
H21 0.231 6.603 -2.601  0.40
H22 2.519 5.689 -2.896  0.41
H23 2.817 3.307 -3.421  0.47
C30 5.318 0.990 2.821  -1.00
C31 3.879 0.913 3.330  -0.98
N6 2.988 0.353 2.334  0.19
C32 2.232 1.205 1.589  -0.08
C33 1.460 0.826 0.541  -0.59
C34 0.590 1.854 -0.115  -0.40
O3 0.672 3.042 0.178  -0.81
O4 -0.251 1.392 -0.950  0.42
C35 1.443 -0.552 0.094  1.10
O5 0.848 -0.968 -0.899  -0.65
C36 2.208 -1.456 0.957  0.80
C37 2.184 -2.818 0.650  -0.72
C38 2.880 -3.715 1.423  0.52
F1 2.858 -5.030 1.078  -0.36
C39 3.595 -3.305 2.545  -1.61
C40 3.625 -1.939 2.847  -0.70
C41 2.958 -0.997 2.060  -0.04
N7 4.279 -4.184 3.431  0.38
C42 5.730 -4.113 3.449  -0.48
C43 6.183 -4.449 4.890  -0.77
N8 4.998 -5.003 5.589  -0.11
C44 4.420 -6.139 4.833  -0.69
C45 3.829 -5.560 3.529  -0.72
H24 5.964 1.391 3.596  0.40
H25 5.368 1.641 1.953  0.32
H26 5.680 0.007 2.532  0.27
H27 3.521 1.917 3.563  0.44
H28 3.820 0.326 4.250  0.40
H29 2.252 2.245 1.880  0.59
H30 1.638 -3.133 -0.226  0.67
H31 4.186 -1.636 3.717  0.51
H32 6.043 -3.109 3.172  0.41
H33 6.182 -4.816 2.735  0.30
H34 6.518 -3.561 5.427  0.40
H35 6.988 -5.183 4.895  0.36
H36 4.282 -4.259 5.531  0.39
H37 5.202 -5.247 6.560  0.30
H38 3.647 -6.621 5.429  0.35
H39 5.205 -6.868 4.633  0.33
H40 2.738 -5.559 3.564  0.47
H41 4.138 -6.181 2.680  0.49

***

Entry 2:
The following is a DFT calculation (ωB97M-V with the def2-TZVPD basis set) of C17H13ClCoNO4S3 as an isolated structure.

Output
Relative energy (zero: lowest compared OMol25 entry of this formula, charge and spin): 8.1 kcal/mol
Molar mass: 485.88 g mol⁻¹
Gap between HOMO and LUMO (spin up / spin down): 0.2091 / 0.2087 Eh
Net charge: 0
Spin multiplicity: 1

Each line ends with the Mulliken charge.
Element x y z (Å)
Co1 -0.508 1.875 0.012  0.53
Cl1 -6.082 0.402 4.342  -0.22
C1 -4.656 0.501 3.349  0.20
C2 -3.837 -0.640 3.198  -0.69
C3 -2.710 -0.610 2.428  -0.29
C4 -2.317 0.592 1.788  0.88
O1 -1.223 0.598 1.086  -0.51
C5 -3.146 1.723 1.954  0.50
C6 -2.769 2.945 1.346  -0.14
O2 -1.666 3.154 0.824  -0.57
C7 -4.330 1.660 2.724  -0.86
H1 -4.119 -1.555 3.704  0.41
H2 -2.083 -1.483 2.300  0.25
H3 -3.486 3.777 1.338  0.38
H4 -4.957 2.538 2.829  0.39
O3 2.425 -0.169 -1.765  -0.64
C8 1.728 0.810 -1.628  0.72
O4 0.895 0.945 -0.629  -0.45
C9 1.837 1.968 -2.579  0.29
C10 2.914 1.964 -3.464  -0.55
C11 3.120 3.007 -4.344  -0.50
C12 2.237 4.083 -4.355  -0.53
C13 1.156 4.094 -3.497  -0.73
C14 0.954 3.042 -2.593  0.62
S1 -0.432 3.263 -1.540  -0.15
H5 3.577 1.110 -3.432  0.45
H6 3.962 2.986 -5.025  0.39
H7 2.390 4.912 -5.035  0.37
H8 0.460 4.925 -3.502  0.42
S2 0.349 -1.999 0.965  -0.21
C15 1.076 -3.461 0.822  0.14
N1 1.806 -4.096 1.765  -0.21
C16 2.596 -5.245 1.352  -0.55
C17 1.859 -5.839 0.154  -0.50
S3 1.027 -4.432 -0.637  -0.10
H9 2.035 -3.571 2.595  0.24
H10 2.659 -5.965 2.167  0.31
H11 3.609 -4.943 1.075  0.27
H12 1.110 -6.566 0.464  0.29
H13 2.541 -6.300 -0.555  0.35

***

Entry 3:
The following is a DFT calculation (ωB97M-V with the def2-TZVPD basis set) of an isolated ion of composition C9H7BrN3S and charge +1.

Output
Relative energy (zero: lowest compared OMol25 entry of this formula, charge and spin): 0.0 kcal/mol
Molar mass: 269.15 g mol⁻¹
Gap between HOMO and LUMO: 0.2161 Eh
Net charge: +1
Structure (SMILES): C=[N+]1N=NC=C1Sc1ccc(Br)cc1
Spin multiplicity: 1

Each line ends with the Mulliken charge.
Element x y z (Å)
C1 0.670 -1.139 1.708  -0.03
N1 1.299 -0.046 1.908  0.71
N2 2.522 0.099 2.422  -0.47
N3 2.905 1.244 2.457  -0.21
C2 1.975 2.170 1.877  -0.20
C3 0.900 1.437 1.497  0.21
S1 -0.605 1.825 0.838  -0.12
C4 -0.854 0.585 -0.423  -0.22
C5 0.193 0.233 -1.290  0.00
C6 -0.093 -0.608 -2.317  -0.62
C7 -1.324 -1.169 -2.416  0.21
Br1 -1.597 -2.513 -3.767  -0.14
C8 -2.345 -0.890 -1.560  -0.54
C9 -2.106 0.011 -0.551  -0.26
H1 1.033 -2.133 2.273  0.34
H2 -0.306 -1.046 1.246  0.27
H3 2.085 3.257 1.969  0.41
H4 1.066 0.807 -1.478  0.37
H5 0.753 -0.933 -2.855  0.46
H6 -3.185 -1.523 -1.588  0.48
H7 -2.984 0.333 0.050  0.36

***

Entry 4:
The following is a DFT calculation (ωB97M-V with the def2-TZVPD basis set) of a 2-piece molecular cluster, C3H8O2S overall.

Output
Relative energy (zero: lowest compared OMol25 entry of this formula, charge and spin): 35.7 kcal/mol
Molar mass: 108.16 g mol⁻¹
Gap between HOMO and LUMO: 0.3575 Eh
Net charge: 0
Structure (SMILES): O=CO.CCS
Spin multiplicity: 1

Each line ends with the Mulliken charge.
Element x y z (Å)
O1 -2.791 -0.328 0.512  -0.52
C1 -2.743 -1.344 1.230  0.23
O2 -1.871 -2.232 1.055  -0.36
H1 -3.341 -1.401 2.153  0.34
H2 -1.234 -1.801 0.452  0.31
C2 2.265 0.416 -0.990  -0.95
C3 0.851 1.028 -0.798  -0.33
S1 0.212 0.623 0.937  -0.28
H3 2.061 -0.421 -1.773  0.22
H4 2.677 0.027 -0.109  0.31
H5 3.164 1.035 -1.306  0.27
H6 0.862 2.151 -0.776  0.35
H7 0.256 0.429 -1.534  0.25
H8 -0.367 1.819 0.948  0.14

***

Entry 5:
The following is a DFT calculation (ωB97M-V with the def2-TZVPD basis set) of a 2-piece molecular cluster, C3H3IO overall.

Output
Relative energy (zero: lowest compared OMol25 entry of this formula, charge and spin): 88.0 kcal/mol
Molar mass: 181.96 g mol⁻¹
Gap between HOMO and LUMO: 0.3246 Eh
Net charge: 0
Spin multiplicity: 1

Each line ends with the Mulliken charge.
Element x y z (Å)
C1 -1.637 0.809 0.603  -0.46
C2 -1.296 -0.308 0.436  -0.53
C3 1.648 -1.056 -0.754  -0.20
O1 1.026 -0.304 -1.588  -0.17
I1 2.219 -0.257 1.138  0.01
H1 -1.978 1.728 0.967  0.40
H2 -0.816 -1.137 0.345  0.63
H3 0.835 0.525 -1.147  0.33

***

Entry 6:
The following is a DFT calculation (ωB97M-V with the def2-TZVPD basis set) of Cl2CuF as an isolated structure.

Output
Molar mass: 153.45 g mol⁻¹
Gap between HOMO and LUMO (spin up / spin down): 0.3222 / 0.2376 Eh
Net charge: -1
Expectation value of S²: 0.76
Spin multiplicity: 2

Each line ends with the Mulliken charge.
Element x y z (Å)
Cu1 -0.665 -0.280 -0.410  0.55
F1 1.077 -1.681 -0.333  -0.63
Cl1 -0.035 -0.054 1.977  -0.38
Cl2 -0.377 2.015 -1.233  -0.54

***

Entry 7:
The following is a DFT calculation (ωB97M-V with the def2-TZVPD basis set) of C17H31N2O2P2Zn as an isolated structure.

Output
Relative energy (zero: lowest compared OMol25 entry of this formula, charge and spin): 0.0 kcal/mol
Molar mass: 422.78 g mol⁻¹
Gap between HOMO and LUMO: 0.2225 Eh
Net charge: +1
Spin multiplicity: 1

Each line ends with the Mulliken charge.
Element x y z (Å)
Zn1 0.058 0.517 0.167  0.45
P1 2.272 -0.399 0.302  0.68
C1 2.482 -0.655 -1.507  -1.23
C2 1.218 -1.218 -2.106  0.52
N1 0.041 -0.805 -1.589  0.50
C3 -1.113 -1.148 -2.196  0.57
C4 -1.135 -2.049 -3.260  -0.94
C5 0.069 -2.554 -3.742  -0.59
C6 1.261 -2.097 -3.187  -0.91
C7 -2.400 -0.529 -1.676  -1.33
P2 -2.016 1.001 -0.731  0.37
H1 2.243 -2.408 -3.544  0.50
H2 -2.097 -2.318 -3.696  0.52
H3 0.088 -3.287 -4.545  0.43
H4 -3.074 -0.281 -2.512  0.64
H5 -2.934 -1.234 -1.010  0.38
H6 2.629 0.399 -1.863  0.16
H7 3.360 -1.284 -1.720  0.60
H8 1.355 2.847 -1.239  0.29
O1 1.950 2.137 -1.655  -0.57
H9 2.153 2.437 -2.555  0.27
H10 -0.112 3.392 0.286  0.27
O2 0.219 3.751 -0.568  -0.63
H11 0.155 4.721 -0.504  0.28
C8 -2.138 2.290 -2.009  -1.18
H12 -3.135 2.298 -2.468  0.46
H13 -1.932 3.261 -1.542  0.34
H14 -1.384 2.114 -2.787  0.39
C9 -3.422 1.208 0.396  -1.20
H15 -3.246 2.121 0.985  0.38
H16 -4.375 1.304 -0.146  0.42
H17 -3.476 0.353 1.086  0.32
C10 2.335 -2.108 0.919  -1.33
H18 3.330 -2.547 0.754  0.45
H19 2.112 -2.085 1.993  0.36
H20 1.581 -2.729 0.419  0.35
C11 3.824 0.399 0.801  -1.29
H21 3.728 0.672 1.859  0.39
H22 4.690 -0.267 0.675  0.43
H23 3.966 1.314 0.210  0.35
C12 -1.520 -2.360 1.434  -1.02
C13 -1.062 -1.319 2.374  -0.10
C14 -1.205 -1.359 3.775  -1.01
C15 -0.614 -0.191 4.282  -0.76
C16 -0.129 0.537 3.184  0.39
C17 0.597 1.816 3.265  -1.32
N2 -0.425 -0.146 2.030  1.49
H24 -1.030 -2.285 0.455  0.05
H25 -2.612 -2.306 1.295  0.23
H26 -1.297 -3.351 1.858  0.39
H27 -1.685 -2.168 4.306  0.51
H28 -0.519 0.140 5.306  0.51
H29 -0.059 2.590 3.691  0.32
H30 1.449 1.706 3.952  0.32
H31 0.979 2.165 2.294  0.14

***

spin multiplicity of number 4 (C3H8O2S)? 1